(1)
8
Properties=species:S:1:pos:R:3:forces:R:3 method="wB97M-V/def2-TZVPD" homo_lumo_gap_ev="8.64 / 8.64" homo_energy_ha="-0.3691 / -0.3691" total_energy_ha=-300.02966
C 0.803 0.547 -0.333 0.233 0.311 0.058
C 0.977 -0.490 0.474 -4.972 1.769 -4.425
C -1.376 0.012 0.009 -1.114 -0.753 0.898
N -0.476 0.482 -1.020 1.656 0.158 0.751
N -0.796 -1.077 -0.554 2.626 1.365 1.504
O -2.196 0.354 0.807 0.737 0.317 -0.855
H 1.613 1.330 -0.405 -1.338 -0.489 -0.291
H 1.451 -1.159 1.023 2.172 -2.677 2.360

(2)
9
Properties=species:S:1:pos:R:3:forces:R:3 method="wB97M-V/def2-TZVPD" homo_lumo_gap_ev=10.38 homo_energy_ha=-0.3906 smiles="[H]/N=C(/C#N)OC=O" total_energy_ha=-375.43042
N -0.440 0.722 2.069 0.266 -0.424 -1.208
C -0.031 0.134 1.043 -1.306 0.367 -1.650
O -0.836 0.214 -0.280 1.085 0.061 1.361
C -0.290 -0.072 -1.526 0.847 -0.160 -0.085
O 0.810 -0.476 -1.745 -0.598 0.517 -0.605
C 1.148 -0.676 0.870 0.107 -0.347 -1.154
N 1.849 -1.222 0.124 0.384 -0.150 2.178
H -1.280 1.262 1.854 -0.027 -0.067 0.132
H -0.930 0.114 -2.410 -0.757 0.204 1.031

(3)
9
Properties=species:S:1:pos:R:3:forces:R:3 method="wB97M-V/def2-TZVPD" homo_lumo_gap_ev=9.59 homo_energy_ha=-0.3786 smiles="C=NC#N.O=C=O" total_energy_ha=-375.47392
C -0.019 -1.220 0.167 -3.299 -3.347 2.620
C -2.158 0.921 0.039 -0.460 1.542 1.225
C 1.930 0.046 -0.229 0.575 -2.382 2.561
N -0.904 -1.852 0.624 1.847 1.137 -0.916
N 0.782 -0.412 -0.381 0.451 1.738 -1.650
O -2.894 0.396 -0.664 -0.318 -1.088 -1.117
O -1.585 1.592 0.796 0.709 -0.434 -0.132
H 2.717 -0.276 0.497 -0.843 -0.005 -0.348
H 2.132 0.805 -0.849 1.339 2.838 -2.242

(4)
9
Properties=species:S:1:pos:R:3:forces:R:3 method="wB97M-V/def2-TZVPD" homo_lumo_gap_ev=8.61 homo_energy_ha=-0.3917 smiles="N#CC(=O)C(N)=O" total_energy_ha=-375.38932
C 0.144 0.432 0.304 4.730 -4.297 5.268
C -0.036 -0.534 -0.815 -6.362 -1.339 0.387
C 1.216 -1.212 -0.885 5.450 -10.300 0.442
H -1.568 1.390 0.048 0.046 -0.033 -0.711
H -0.732 1.788 1.385 0.379 0.937 2.230
N -0.674 1.388 0.510 -2.168 1.475 -1.345
N 1.915 -2.254 -0.690 -5.030 8.365 -1.917
O 1.004 -0.065 1.247 -3.934 3.092 -4.992
O -1.270 -0.933 -1.104 6.889 2.101 0.638

(5)
10
Properties=species:S:1:pos:R:3:forces:R:3 method="wB97M-V/def2-TZVPD" homo_lumo_gap_ev=9.25 homo_energy_ha=-0.3720 smiles="O=c1nc(S)nco1" total_energy_ha=-773.66693
C -0.774 0.422 0.358 -1.444 1.682 -2.891
C 0.371 -1.465 0.496 -2.491 -0.010 0.368
C 1.318 0.283 -0.532 1.618 1.586 -2.167
H -1.892 2.248 -0.399 0.089 0.445 -0.272
H 0.325 -2.477 0.700 0.440 -2.099 0.644
N -0.768 -0.847 0.856 3.381 -0.127 -0.702
N 0.148 1.011 -0.404 -0.847 -2.230 2.488
O 1.441 -1.143 -0.216 -2.609 2.268 1.186
O 2.260 0.755 -1.084 0.474 -0.440 0.356
S -2.429 1.214 0.224 1.389 -1.074 0.990

(6)
10
Properties=species:S:1:pos:R:3:forces:R:3 method="wB97M-V/def2-TZVPD" homo_lumo_gap_ev=9.54 homo_energy_ha=-0.4154 total_energy_ha=-450.62478
C -0.129 0.222 0.148 0.953 -2.087 -2.258
C -0.590 1.600 0.206 -4.889 4.880 -1.948
C 1.341 0.317 -0.017 1.807 -1.126 -0.268
H -2.189 -1.744 -0.057 -1.579 -4.399 0.089
H 1.444 -1.684 0.414 0.707 2.101 -0.926
N -0.584 -0.975 -0.265 -2.638 5.151 2.983
N -1.105 2.666 -0.086 3.137 -6.047 2.059
O -2.055 -0.860 -0.107 3.275 3.137 -0.890
O 1.985 -0.906 0.043 -0.510 0.104 0.657
O 1.883 1.365 -0.280 -0.264 -1.715 0.503

(7)
10
Properties=species:S:1:pos:R:3:forces:R:3 method="wB97M-V/def2-TZVPD" homo_lumo_gap_ev=10.42 homo_energy_ha=-0.3819 smiles="O=Cn1ncc(=O)o1" total_energy_ha=-450.64870
C 1.914 -0.405 0.304 0.434 0.699 -1.011
C -1.009 1.276 0.138 -1.146 -4.762 -0.730
C -1.622 -0.149 0.013 0.448 0.446 0.417
H 1.943 -0.897 1.220 -0.877 -1.397 1.864
H -1.598 2.093 0.319 -0.836 2.144 0.309
N 0.625 -0.075 -0.291 -0.824 -0.499 0.103
N 0.224 1.169 -0.049 1.898 1.664 -0.109
O 2.945 -0.084 -0.182 -0.238 0.480 -0.735
O -2.733 -0.591 -0.058 1.282 0.519 0.185
O -0.460 -0.972 0.004 -0.140 0.706 -0.293

(8)
10
Properties=species:S:1:pos:R:3:forces:R:3 method="wB97M-V/def2-TZVPD" homo_lumo_gap_ev="7.07 / 7.11" homo_energy_ha="-0.3458 / -0.3473" total_energy_ha=-450.50535
C -0.586 0.871 -0.702 -0.638 0.687 -0.239
C -1.297 0.148 0.184 0.918 3.378 -0.123
C -0.259 0.505 -2.058 -0.241 -1.117 -1.147
N -1.631 -1.089 -0.037 -1.208 -6.239 -0.780
N -1.181 -0.572 -2.510 -0.447 -0.619 -1.137
O -2.426 -1.691 0.706 1.266 1.940 -0.942
O -2.176 -0.356 -3.141 1.064 0.363 0.617
O 0.647 0.884 -2.748 -0.353 -0.064 0.236
H -0.490 1.950 -0.742 0.203 0.192 1.380
H -1.678 0.514 1.066 -0.565 1.479 2.135

(9)
10
Properties=species:S:1:pos:R:3:forces:R:3 method="wB97M-V/def2-TZVPD" homo_lumo_gap_ev="6.67 / 6.60" homo_energy_ha="-0.3126 / -0.3176" smiles="O=C=C/C=[N+](/[O-])N=O" total_energy_ha=-450.52537
C 1.051 0.688 -0.064 -0.146 -1.452 -0.036
C 0.880 -0.658 0.073 -5.002 2.732 -0.534
C -0.024 1.524 -0.067 -0.466 -1.673 0.714
N -0.443 -1.110 0.062 0.947 -1.695 0.285
N -1.287 -0.106 0.042 -0.690 1.945 -0.458
O -0.778 -2.334 0.037 0.235 0.298 0.040
O -2.501 -0.262 -0.051 1.218 -0.337 0.255
O -0.508 2.539 0.073 -1.008 1.677 -0.277
H 1.994 1.045 -0.223 2.287 1.250 -0.141
H 1.616 -1.327 0.116 2.625 -2.746 0.151

(10)
10
Properties=species:S:1:pos:R:3:forces:R:3 method="wB97M-V/def2-TZVPD" homo_lumo_gap_ev=9.60 homo_energy_ha=-0.3629 smiles="O=c1nconc1O" total_energy_ha=-450.60254
C -0.862 0.359 -0.394 1.115 1.601 0.712
C 1.551 -0.672 -0.352 0.381 -1.555 0.759
C -0.099 0.094 0.989 -0.679 -1.318 0.538
H -2.192 1.187 0.622 0.679 1.046 -1.540
H 2.583 -1.241 -0.598 -2.791 1.676 0.064
N -0.444 -0.179 -1.543 -9.325 7.145 3.000
N 1.321 -0.285 0.868 -2.076 0.431 -2.333
O -1.738 1.459 -0.249 -0.090 -3.517 0.872
O 0.585 -0.773 -1.410 11.311 -6.172 0.765
O -0.704 0.051 2.067 1.475 0.662 -2.838

(11)
10
Properties=species:S:1:pos:R:3:forces:R:3 method="wB97M-V/def2-TZVPD" homo_lumo_gap_ev=7.37 homo_energy_ha=-0.3148 smiles="S=c1cnoc(S)n1" total_energy_ha=-1096.50073
C 1.075 -0.065 0.046 -3.641 0.586 0.221
C -1.153 0.005 0.016 -4.406 -3.935 1.295
C -1.189 1.445 0.120 -0.724 1.778 0.481
H 3.170 0.222 0.472 0.137 -0.824 -0.475
H -2.219 2.045 0.536 3.220 -1.681 -2.043
N -0.017 -0.751 0.163 1.184 1.079 -0.743
N -0.063 2.067 -0.155 -3.656 0.456 1.943
O 1.013 1.297 -0.066 4.189 -1.112 -1.248
S 2.544 -0.893 -0.041 1.498 1.117 0.662
S -2.599 -0.992 -0.061 2.198 2.536 -0.094

(12)
8
Properties=species:S:1:pos:R:3:forces:R:3 method="wB97M-V/def2-TZVPD" homo_lumo_gap_ev=7.24 homo_energy_ha=-0.3497 smiles="S=C1C=NN=C1" total_energy_ha=-623.10840
C -0.193 -0.072 0.375 1.555 -0.014 -1.481
C 0.221 -1.193 -0.558 1.801 2.443 0.246
C 0.822 0.986 0.096 2.006 -3.366 -4.539
H -0.213 -2.171 -0.658 -0.037 -0.139 0.052
H 0.913 1.991 0.290 -0.309 1.997 1.273
N 1.243 -0.771 -1.236 -0.884 -1.204 -0.369
N 1.558 0.604 -0.974 -2.225 0.151 3.611
S -1.588 0.189 1.023 -1.908 0.133 1.207